The following is a DFT calculation (ωB97M-V/def2-TZVPD) of 2 unconnected molecules or ions with the total composition C17H33FN2O10PS in a non-equilibrium geometry.

Last column: Löwdin charge in e.
CARTESIAN COORDINATES (ANGSTROEM)
C 4.273 -3.099 1.534  -0.089
C 4.799 -2.107 0.468  -0.164
C 3.910 -2.000 -0.806  -0.237
F 3.309 -3.210 -1.121  0.010
C 2.845 -0.860 -0.727  -0.283
C 3.270 0.199 -1.860  -0.097
O 4.169 1.189 -1.368  -0.011
C 5.425 1.133 -1.964  -0.508
C 6.534 0.211 -1.436  0.030
O 5.644 1.839 -2.861  0.183
O 2.888 -0.028 0.459  -0.146
S 1.593 0.972 0.487  0.647
O 1.793 2.251 -0.094  -0.195
O 1.049 1.241 1.778  -0.221
O 0.704 0.070 -0.549  -0.210
C 1.347 -1.236 -0.818  -0.434
N 0.977 -1.474 -2.194  0.143
P 0.548 -2.316 0.488  0.542
O 1.318 -3.502 0.861  -0.246
O -0.836 -2.827 -0.189  -0.113
O 0.096 -1.505 1.801  -0.093
H 5.159 -3.514 2.051  0.077
H 3.677 -2.617 2.326  0.074
H 3.734 -3.959 1.124  0.062
H 5.765 -2.512 0.113  0.114
H 5.025 -1.128 0.910  0.107
H 4.609 -1.817 -1.633  0.127
H 2.382 0.754 -2.209  0.138
H 3.657 -0.305 -2.764  0.147
H 6.493 -0.769 -1.933  0.087
H 6.420 0.128 -0.344  0.081
H 7.510 0.667 -1.647  0.095
H 0.310 -2.244 -2.257  0.093
H 1.788 -1.812 -2.713  0.103
H -0.725 -3.785 -0.316  0.098
H 0.907 -1.157 2.220  0.085
C -5.503 0.171 1.220  -0.040
C -5.147 1.283 0.204  -0.488
C -4.486 0.651 -1.026  -0.133
C -3.062 0.169 -0.756  -0.173
C -2.211 1.286 -0.157  -0.125
C -2.848 1.963 1.062  -0.476
N -4.280 2.318 0.840  -0.072
O -4.317 3.387 0.094  -0.015
C -2.723 1.045 2.295  -0.029
C -2.003 3.188 1.433  -0.032
C -6.508 1.865 -0.194  -0.049
H -6.437 -0.322 0.944  0.081
H -4.762 -0.626 1.264  0.062
H -5.639 0.576 2.223  0.091
H -4.463 1.375 -1.847  0.126
H -5.090 -0.189 -1.379  0.125
H -3.064 -0.700 -0.092  0.097
H -2.609 -0.169 -1.692  0.113
H -1.233 0.886 0.108  0.084
H -2.030 2.032 -0.939  0.134
H -3.264 1.463 3.148  0.093
H -1.678 0.943 2.594  0.075
H -3.079 0.030 2.129  0.061
H -1.889 3.883 0.601  0.083
H -0.998 2.881 1.724  0.071
H -2.443 3.729 2.274  0.093
H -7.018 2.294 0.672  0.092
H -7.149 1.082 -0.605  0.084
H -6.430 2.635 -0.962  0.077

- E_HOMO (spin up / spin down): -8.35 / -9.10 eV
- Relative energy (zero: lowest compared OMol25 entry of this formula, charge and spin): 0.00 kJ/mol
- Orbital gap (spin up / spin down): 8.42 / 9.17 eV
- Spin multiplicity: 2

The following is a DFT calculation (ωB97M-V/def2-TZVPD) of 2 unconnected molecules or ions with the total composition C17H33N5O8P in a non-equilibrium geometry.

Last column: Löwdin charge in e.
CARTESIAN COORDINATES (ANGSTROEM)
C 3.311 0.381 0.792  0.014
C 2.705 1.770 0.271  -0.441
O 2.141 1.786 -0.839  0.031
O 2.862 2.872 1.129  -0.042
C 1.725 3.772 1.082  -0.175
C 0.462 3.275 1.924  -0.158
C -0.560 2.349 1.108  -0.213
C -1.270 3.262 0.009  -0.188
C -2.423 2.503 -0.819  -0.158
C -3.628 2.003 0.125  -0.092
N -3.726 0.526 0.250  -0.017
N -2.815 -0.434 -0.048  0.123
C -3.214 -1.787 0.166  -0.234
N -2.525 -2.927 -0.078  -0.082
C -1.152 -2.865 -0.672  -0.147
C 0.032 -3.301 0.308  -0.367
C 0.131 -4.893 0.555  -0.083
C 0.073 -2.468 1.688  -0.080
P -3.289 -4.501 0.264  0.678
N -4.854 -4.494 -0.052  -0.175
O -2.610 -5.647 -0.813  -0.182
O -3.110 -4.948 1.901  -0.178
N -4.539 -1.603 0.689  0.162
C -4.873 -0.208 0.738  -0.181
O -6.090 0.344 1.158  0.109
H 2.700 0.031 1.690  0.087
H 4.414 0.515 1.016  0.093
H 3.167 -0.376 -0.045  0.088
H 2.075 4.751 1.565  0.142
H 1.470 4.051 0.001  0.124
H 0.832 2.788 2.894  0.129
H -0.089 4.227 2.262  0.125
H -1.292 1.909 1.872  0.111
H 0.034 1.474 0.691  0.092
H -1.765 4.126 0.567  0.127
H -0.489 3.614 -0.742  0.119
H -2.869 3.227 -1.583  0.124
H -1.930 1.673 -1.417  0.107
H -4.580 2.502 -0.244  0.147
H -3.420 2.455 1.161  0.136
H -1.893 -0.178 -0.411  0.140
H -0.883 -1.841 -1.106  0.130
H -1.148 -3.582 -1.565  0.137
H 1.009 -3.027 -0.233  0.140
H -0.043 -5.406 -0.457  0.086
H 1.217 -5.142 0.829  0.098
H -0.589 -5.271 1.352  0.067
H -0.044 -1.339 1.526  0.069
H -0.637 -2.874 2.479  0.073
H 1.135 -2.624 2.100  0.094
H -5.365 -4.749 0.814  0.002
H -2.995 -6.521 -0.589  0.096
H -2.380 -4.423 2.298  0.049
H -6.773 -0.360 1.046  0.151
C 4.886 2.381 -2.991  -0.140
C 5.949 2.250 -1.941  -0.142
O 7.150 2.431 -2.679  0.066
C 6.832 3.140 -3.798  -0.547
O 7.632 3.606 -4.550  0.171
O 5.483 3.249 -3.945  0.066
H 3.963 2.811 -2.599  0.120
H 4.656 1.428 -3.475  0.137
H 5.881 3.031 -1.177  0.136
H 5.935 1.275 -1.453  0.129

- Net charge: +1
- E_HOMO: -11.78 eV
- Orbital gap: 8.81 eV